A structure of composition C20H53LiO7 at a distorted geometry. Source: the Open Molecules 2025 dataset; level of theory: ωB97M-V/def2-TZVPD.

Summary:
LUMO energy = -0.0492 hartree
Orbital gap = 4.42 eV
Max |F| = 2.407 eV Å⁻¹
Molecular weight = 412.578 g mol⁻¹

Positions of all 81 atoms, in Å:
1 Li 0.34 0.15 -1.23
2 C 4.24 1.86 3.28
3 C 2.94 1.93 2.41
4 O 2.46 0.73 1.86
5 H 4.06 1.09 4.03
6 H 4.42 2.85 3.68
7 H 5.07 1.48 2.68
8 H 3.12 2.73 1.69
9 H 2.17 2.33 3.06
10 C -3.68 3.51 4.40
11 C -2.65 4.51 3.76
12 C -2.57 4.42 2.24
13 O -2.91 5.83 4.06
14 H -3.56 3.53 5.48
15 H -3.39 2.56 3.96
16 H -4.69 3.77 4.07
17 H -1.65 4.30 4.13
18 H -3.60 4.55 1.88
19 H -2.31 3.38 2.03
20 H -1.98 5.21 1.78
21 H -2.46 6.40 3.43
22 C 7.11 -3.58 -0.99
23 C 6.31 -2.35 -0.46
24 C 6.41 -1.18 -1.38
25 O 5.01 -2.76 -0.25
26 H 6.79 -4.51 -0.52
27 H 8.19 -3.43 -0.97
28 H 6.90 -3.86 -2.03
29 H 6.58 -2.08 0.56
30 H 7.37 -0.68 -1.24
31 H 5.58 -0.50 -1.23
32 H 6.39 -1.56 -2.40
33 H 4.51 -2.02 0.12
34 C -4.31 -2.66 -2.14
35 C -4.46 -1.53 -1.05
36 C -5.46 -1.86 0.05
37 O -3.19 -1.32 -0.54
38 H -5.20 -2.77 -2.76
39 H -4.01 -3.64 -1.78
40 H -3.54 -2.35 -2.85
41 H -4.74 -0.58 -1.51
42 H -6.43 -2.17 -0.34
43 H -5.61 -1.00 0.70
44 H -5.18 -2.69 0.71
45 H -3.25 -1.46 0.41
46 C -2.47 -2.40 6.46
47 C -1.17 -1.76 5.92
48 C 0.08 -2.40 6.42
49 O -1.23 -1.77 4.49
50 H -2.57 -2.14 7.51
51 H -2.66 -3.47 6.32
52 H -3.28 -1.97 5.88
53 H -1.06 -0.71 6.18
54 H 0.97 -1.90 6.02
55 H 0.16 -3.42 6.06
56 H 0.11 -2.33 7.51
57 H -0.45 -1.38 4.08
58 C -1.85 5.07 -3.70
59 C -2.03 3.53 -3.74
60 C -2.81 3.03 -4.94
61 O -0.83 2.87 -3.58
62 H -1.60 5.41 -4.71
63 H -1.15 5.38 -2.93
64 H -2.78 5.58 -3.47
65 H -2.57 3.31 -2.82
66 H -2.22 3.18 -5.85
67 H -3.72 3.59 -5.10
68 H -3.04 1.96 -4.88
69 H -0.25 3.10 -4.30
70 C 2.65 -3.97 -5.19
71 C 2.14 -2.54 -5.14
72 C 0.99 -2.27 -6.06
73 O 1.82 -2.09 -3.82
74 H 3.36 -4.31 -4.45
75 H 3.10 -4.14 -6.17
76 H 1.82 -4.67 -5.17
77 H 2.89 -1.81 -5.44
78 H 0.35 -3.15 -6.16
79 H 1.38 -2.06 -7.06
80 H 0.32 -1.48 -5.72
81 H 2.48 -2.44 -3.22

A cluster of 5 separate species, C20H53N3O9 in total at a distorted geometry. Source: the Open Molecules 2025 dataset; level of theory: ωB97M-V/def2-TZVPD.

Summary:
LUMO energy = 0.0242 hartree
Orbital gap = 8.71 eV
Max |F| = 3.266 eV Å⁻¹
Energy relative to the best compared isomer or geometry (same formula, charge and spin) = 2.2535 eV
Molecular weight = 479.656 g mol⁻¹

Positions of all 85 atoms, in Å:
1 C 7.20 12.68 11.89
2 O 7.96 11.59 11.50
3 C 8.02 11.40 10.12
4 C 8.81 10.21 9.56
5 N 10.23 10.49 9.61
6 C 11.01 9.62 8.75
7 C 12.49 9.65 9.01
8 O 12.72 8.93 10.17
9 C 14.04 8.73 10.57
10 H 7.20 12.67 13.04
11 H 6.13 12.67 11.65
12 H 7.52 13.63 11.51
13 H 8.39 12.27 9.67
14 H 7.00 11.27 9.76
15 H 8.48 9.99 8.58
16 H 8.57 9.24 10.03
17 H 10.59 10.36 10.54
18 H 10.81 9.97 7.76
19 H 10.74 8.54 8.82
20 H 12.87 10.70 9.06
21 H 12.95 9.14 8.13
22 H 14.71 8.35 9.75
23 H 13.98 7.97 11.26
24 H 14.45 9.66 10.98
25 C 11.40 12.44 11.84
26 O 11.70 11.13 12.27
27 C 10.86 10.75 13.37
28 C 11.25 9.34 13.77
29 N 10.87 8.38 12.74
30 C 9.49 8.19 12.46
31 C 8.74 7.44 13.59
32 O 7.47 7.14 13.18
33 C 6.56 8.22 12.95
34 H 12.04 12.66 10.97
35 H 11.75 13.11 12.71
36 H 10.37 12.60 11.68
37 H 9.81 10.78 13.15
38 H 11.04 11.44 14.20
39 H 10.83 9.21 14.81
40 H 12.36 9.30 13.89
41 H 11.53 8.35 11.98
42 H 9.34 7.63 11.59
43 H 9.06 9.15 12.19
44 H 8.63 8.12 14.49
45 H 9.28 6.52 13.85
46 H 6.90 8.93 12.19
47 H 6.32 8.68 13.94
48 H 5.61 7.66 12.79
49 C 13.61 14.58 6.63
50 O 13.35 13.35 7.28
51 C 14.38 12.36 7.01
52 C 15.69 12.55 7.78
53 N 15.62 12.16 9.16
54 C 15.27 13.31 10.06
55 C 15.49 12.73 11.45
56 O 15.43 13.78 12.41
57 C 15.52 13.19 13.68
58 H 12.71 14.87 6.05
59 H 14.45 14.50 5.97
60 H 13.85 15.45 7.34
61 H 14.54 12.36 5.94
62 H 13.87 11.43 7.25
63 H 16.02 13.58 7.66
64 H 16.40 11.96 7.20
65 H 16.53 11.84 9.46
66 H 14.25 13.59 9.94
67 H 15.90 14.23 10.00
68 H 16.52 12.30 11.49
69 H 14.77 11.94 11.77
70 H 16.00 13.93 14.30
71 H 16.19 12.33 13.69
72 H 14.49 13.04 14.13
73 O 9.66 15.09 6.07
74 C 8.46 14.71 5.31
75 C 7.88 13.57 6.05
76 O 8.74 12.45 6.02
77 H 9.85 14.31 6.58
78 H 7.71 15.51 5.31
79 H 8.75 14.57 4.27
80 H 6.92 13.16 5.63
81 H 7.65 14.02 7.06
82 H 9.40 12.38 6.76
83 O 10.67 13.06 7.99
84 H 11.68 13.17 7.80
85 H 10.68 12.44 8.75

A structure of composition C20H53O19PbS6 at a distorted geometry. Source: the Open Molecules 2025 dataset; level of theory: ωB97M-V/def2-TZVPD.

Summary:
LUMO energy (alpha / beta) = -0.0044 / -0.0045 hartree
Multiplicity = 2
Orbital gap (alpha / beta) = 4.83 / 7.20 eV
Max |F| = 4.948 eV Å⁻¹
Expectation value of S² = 0.7528
Molecular weight = 997.227 g mol⁻¹

Positions of all 99 atoms, in Å:
1 Pb 11.98 -3.81 -15.14
2 C 10.86 -8.22 -16.41
3 C 11.67 -7.86 -15.15
4 O 11.88 -6.45 -14.94
5 H 11.43 -8.08 -17.33
6 H 9.96 -7.61 -16.36
7 H 10.68 -9.29 -16.36
8 H 12.52 -8.49 -15.39
9 H 11.16 -8.29 -14.29
10 O 11.67 -2.58 -19.74
11 S 10.89 -3.30 -18.83
12 O 11.14 -3.08 -17.38
13 O 9.24 -2.98 -19.14
14 C 8.81 -3.24 -20.47
15 C 7.40 -2.73 -20.44
16 C 11.00 -5.15 -19.10
17 H 8.90 -4.32 -20.59
18 H 9.33 -2.62 -21.21
19 H 6.90 -3.57 -19.97
20 H 7.04 -2.87 -21.46
21 H 7.38 -1.72 -20.03
22 H 11.61 -5.52 -18.28
23 H 11.39 -5.48 -20.06
24 H 9.96 -5.47 -18.98
25 O 15.89 -4.96 -18.36
26 S 14.68 -5.64 -17.92
27 O 13.69 -4.84 -17.10
28 O 13.92 -6.35 -19.17
29 C 14.53 -6.15 -20.48
30 C 14.26 -7.42 -21.35
31 C 14.95 -7.16 -17.06
32 H 15.59 -5.87 -20.42
33 H 13.87 -5.39 -20.88
34 H 14.29 -7.18 -22.41
35 H 13.45 -8.02 -20.93
36 H 15.16 -8.02 -21.21
37 H 15.66 -7.66 -17.71
38 H 13.96 -7.61 -17.10
39 H 15.23 -6.95 -16.03
40 O 9.57 -13.45 -10.27
41 S 8.41 -13.20 -11.07
42 O 7.07 -13.70 -10.67
43 O 8.39 -11.57 -11.37
44 C 9.53 -10.83 -11.14
45 C 9.21 -9.44 -11.72
46 C 8.72 -13.70 -12.82
47 H 10.41 -11.37 -11.47
48 H 9.47 -10.86 -10.05
49 H 10.11 -8.83 -11.60
50 H 8.35 -8.97 -11.23
51 H 9.09 -9.45 -12.80
52 H 9.32 -14.59 -12.63
53 H 9.29 -12.88 -13.25
54 H 7.75 -13.83 -13.30
55 O 10.69 -6.67 -21.95
56 S 9.86 -7.81 -21.63
57 O 8.71 -7.69 -20.75
58 O 9.45 -8.58 -23.10
59 C 8.34 -8.10 -23.80
60 C 8.26 -9.12 -24.98
61 C 10.97 -9.13 -20.93
62 H 8.19 -7.06 -24.09
63 H 7.56 -8.21 -23.04
64 H 7.29 -9.01 -25.47
65 H 8.48 -10.12 -24.61
66 H 9.06 -8.89 -25.68
67 H 10.37 -10.04 -20.92
68 H 11.24 -8.75 -19.95
69 H 11.91 -9.27 -21.47
70 O 8.47 -13.06 -18.60
71 S 9.59 -12.85 -17.71
72 O 9.47 -12.69 -16.28
73 O 10.63 -14.14 -17.89
74 C 10.71 -14.69 -19.20
75 C 11.92 -15.51 -19.25
76 C 10.69 -11.46 -18.36
77 H 10.77 -13.81 -19.84
78 H 9.80 -15.19 -19.53
79 H 12.14 -16.21 -18.44
80 H 12.80 -14.89 -19.39
81 H 11.90 -16.16 -20.13
82 H 10.09 -10.57 -18.56
83 H 11.21 -11.72 -19.28
84 H 11.37 -11.27 -17.53
85 O 11.46 -3.78 -12.71
86 S 11.25 -4.33 -11.32
87 O 12.25 -4.23 -10.21
88 O 9.80 -3.86 -10.66
89 C 9.35 -4.40 -9.40
90 C 7.80 -4.68 -9.40
91 C 10.87 -6.10 -11.69
92 H 9.59 -3.71 -8.59
93 H 9.77 -5.37 -9.14
94 H 7.39 -4.61 -8.39
95 H 7.45 -5.60 -9.86
96 H 7.22 -3.91 -9.90
97 H 11.81 -6.64 -11.79
98 H 10.30 -6.19 -12.62
99 H 10.34 -6.58 -10.87